192
Properties=species:S:1:pos:R:3:forces:R:3:lowdin_charge:R:1 method="wB97M-V/def2-TZVPD" energy_ha=-3136.93902 orbital_gap_ev=8.2 smiles=CC1(C)CCCC(C)(C)N1O.CC1(C)CCCC(C)(C)N1O.CC1(C)CCCC(C)(C)N1O.CC1(C)CCCC(C)(C)N1O.CC1(C)CCCC(C)(C)N1O.CC1(C)CCCC(C)(C)N1O.CO.CO relative_energy_kj_mol=490.83 e_lumo_ev=0.433
C -7.996684 -24.561285 2.847623 -1.4 0.3 -0.2 -0.044
C -6.740944 -23.937614 2.266223 0.9 -1.3 -0.7 -0.534
C -5.454199 -24.765260 2.550235 0.3 0.3 -0.8 -0.015
C -6.821242 -23.902971 0.694432 -2.8 0.0 -0.9 -0.129
C -6.056882 -22.709344 0.103689 0.5 0.1 -1.2 -0.183
C -6.464244 -21.414037 0.784369 1.2 0.5 0.2 -0.147
C -6.093374 -21.423999 2.275323 -0.7 -0.4 0.8 -0.496
C -4.601782 -21.422328 2.640832 0.0 1.8 0.1 -0.030
C -6.713023 -20.167055 2.963208 -0.3 0.4 0.0 -0.041
N -6.787010 -22.620033 2.816619 0.1 1.9 1.0 -0.102
O -6.614664 -22.698646 4.234777 -0.4 0.3 -0.4 -0.029
H -8.174268 -25.573150 2.527361 0.0 -0.6 -0.4 0.070
H -8.088625 -24.575512 3.949526 0.5 0.3 -0.6 0.087
H -8.811203 -23.900310 2.439178 0.4 -0.9 0.6 0.100
H -5.189747 -24.922705 3.596114 -0.1 0.3 -0.1 0.046
H -5.649896 -25.748554 2.102050 0.3 0.1 0.1 0.083
H -4.601297 -24.269289 1.990554 -0.7 -0.8 0.8 0.086
H -6.684407 -24.905488 0.178488 0.8 1.1 1.0 0.130
H -7.939648 -23.791261 0.419908 1.4 0.4 0.5 0.129
H -4.979643 -22.819751 0.342131 -0.3 -0.1 -0.4 0.078
H -6.131152 -22.557010 -1.049292 0.0 -0.7 1.9 0.143
H -7.489602 -21.141075 0.652446 -1.0 -0.4 0.2 0.109
H -5.980304 -20.555326 0.315146 0.5 -0.1 0.0 0.105
H -4.146782 -20.565496 2.098434 0.0 -0.6 0.1 0.072
H -4.042941 -22.333208 2.408872 -0.1 0.2 0.4 0.059
H -4.538294 -21.061220 3.709623 0.3 -1.1 -1.0 0.090
H -7.846555 -20.221190 2.873548 1.4 0.5 -0.3 0.104
H -6.206371 -19.211431 2.570626 -1.1 -1.3 0.2 0.106
H -6.519453 -20.148546 4.053987 0.0 -0.3 -0.6 0.071
H -5.713584 -22.989292 4.427783 0.5 -0.1 0.0 0.046
C 0.805842 -21.897212 4.321388 -1.0 0.2 0.9 0.006
C -0.523995 -22.719934 4.477848 2.2 0.4 1.6 -0.517
C -0.854308 -23.338479 3.169747 0.5 -1.1 -0.5 -0.023
C -0.274944 -23.845731 5.525856 0.7 0.5 -0.1 -0.103
C -0.090820 -23.347012 6.963859 -1.0 0.1 -0.7 -0.176
C -1.232755 -22.468178 7.365507 -1.0 1.4 1.9 -0.150
C -1.582734 -21.332341 6.366534 0.3 -0.5 0.1 -0.502
C -2.980056 -20.774735 6.681735 0.0 1.0 0.4 -0.029
C -0.509467 -20.217555 6.602244 -2.1 -0.7 2.3 -0.022
N -1.664297 -21.923133 5.006426 0.9 0.1 -1.7 -0.056
O -1.698682 -20.861350 4.012991 -2.3 -0.7 0.7 -0.037
H 1.582804 -22.532747 3.914155 0.1 0.1 -0.1 0.073
H 0.743106 -20.931759 3.798744 0.0 -0.6 -0.5 0.088
H 1.027708 -21.599723 5.330828 0.9 -0.1 0.3 0.044
H -0.023354 -24.083629 2.954761 -1.0 0.8 -0.1 0.099
H -1.758199 -23.897008 3.381438 -0.5 -0.3 -0.7 0.078
H -0.976034 -22.626895 2.334977 0.0 -0.4 0.5 0.073
H -1.172198 -24.449485 5.417704 -0.1 -0.5 0.5 0.106
H 0.619536 -24.468430 5.337638 -0.5 0.2 -0.6 0.114
H -0.148341 -24.185362 7.607723 0.3 -1.1 0.7 0.098
H 0.860681 -22.894893 7.164865 0.6 0.3 -0.3 0.107
H -1.047779 -21.935610 8.378530 0.0 -0.7 -1.5 0.149
H -2.113855 -23.080292 7.640362 0.1 0.2 -0.7 0.115
H -3.233232 -20.971429 7.751510 0.2 0.3 -0.7 0.095
H -3.724841 -21.285811 6.072789 0.0 0.1 0.0 0.062
H -3.018096 -19.654137 6.504977 -0.1 -1.3 0.1 0.103
H -0.985335 -19.829740 7.564438 1.2 0.2 -1.1 0.109
H -0.525495 -19.425566 5.879684 0.3 0.4 -0.4 0.075
H 0.452244 -20.640920 6.871020 0.2 0.4 -0.3 0.069
H -0.921687 -20.385243 4.236234 1.1 1.1 0.0 0.025
C -0.286587 -28.733191 -4.375155 -0.2 0.1 1.1 -0.005
C -0.774338 -28.694301 -2.926114 -0.8 -1.5 -1.0 -0.561
C -1.872236 -27.700349 -2.727046 0.0 1.5 -1.0 -0.017
C -1.300407 -30.107307 -2.641260 0.4 -0.2 1.5 -0.113
C -0.249388 -31.226549 -2.496147 0.7 0.7 -0.2 -0.146
C 0.901034 -30.781976 -1.576748 -1.4 0.9 0.7 -0.116
C 1.359936 -29.369903 -1.852638 2.5 1.4 -0.4 -0.489
C 2.192966 -28.810766 -0.673896 -0.2 -1.8 1.7 -0.035
C 2.342973 -29.309408 -3.090102 -0.4 0.8 0.7 -0.006
N 0.226095 -28.471438 -1.967401 0.3 0.9 2.4 -0.122
O 0.601162 -27.073053 -1.882582 0.6 -1.6 -1.2 -0.016
H -1.062295 -28.549850 -5.050292 -1.6 -0.1 -1.0 0.075
H 0.385017 -27.949144 -4.584789 1.3 0.8 -0.2 0.070
H 0.101507 -29.712180 -4.520769 0.6 -0.5 -0.7 0.060
H -1.578226 -26.782137 -3.290990 -0.5 -0.4 0.6 0.104
H -2.806377 -28.052571 -3.125029 -0.4 -0.3 -0.4 0.084
H -2.060639 -27.445591 -1.698078 0.2 0.1 0.5 0.081
H -1.811504 -30.097322 -1.668911 0.0 0.3 0.0 0.128
H -2.075528 -30.324840 -3.334960 -0.5 -0.4 -0.9 0.112
H -0.750253 -32.059658 -2.077081 -0.5 -0.9 0.7 0.095
H 0.165426 -31.642976 -3.404646 0.0 0.4 -0.7 0.102
H 1.754162 -31.420243 -1.510389 0.6 -0.7 -0.5 0.116
H 0.534850 -30.728067 -0.552235 -0.3 -0.2 0.2 0.118
H 2.761393 -27.947504 -0.876211 0.5 1.0 -0.7 0.032
H 2.936312 -29.536251 -0.245427 -0.7 0.2 -0.7 0.109
H 1.553061 -28.547898 0.179646 -0.1 -0.1 -0.3 0.073
H 2.464109 -28.244988 -3.413647 -0.1 -0.7 0.0 0.072
H 1.917728 -29.879272 -3.911873 0.7 -0.1 -0.1 0.063
H 3.348058 -29.612545 -2.752894 -0.5 -0.3 -0.4 0.092
H 1.307715 -27.044379 -2.563877 -0.3 0.9 0.5 0.070
C 1.566222 -24.780537 0.396373 -1.0 -1.3 -1.1 -0.019
C 2.703956 -24.219513 -0.476760 0.9 -0.3 1.8 -0.525
C 3.035957 -22.815620 0.087561 -0.4 0.8 -1.5 -0.007
C 3.961249 -25.156072 -0.351977 -2.5 -0.1 0.7 -0.129
C 5.027188 -24.747401 -1.260536 1.6 -0.2 -0.6 -0.225
C 4.610466 -24.910091 -2.690391 -3.3 -2.0 0.1 -0.118
C 3.264623 -24.085930 -2.969471 1.6 -0.2 1.8 -0.459
C 3.634208 -22.573487 -3.070497 1.9 -0.4 -0.2 -0.022
C 2.656867 -24.614764 -4.243369 0.2 -0.3 -1.6 -0.045
N 2.318669 -24.374304 -1.811476 -0.4 -0.1 -4.3 -0.054
O 1.086613 -23.629828 -2.181088 1.7 -0.9 0.0 -0.030
H 1.177521 -25.769909 0.012076 0.8 0.8 0.3 0.095
H 1.936608 -24.893296 1.399779 -0.2 0.1 0.5 0.045
H 0.635654 -24.179286 0.357604 0.6 0.2 0.4 0.077
H 2.657634 -21.986316 -0.561175 -0.1 -0.7 0.4 0.088
H 2.499262 -22.761780 1.010486 0.2 0.5 0.9 0.058
H 4.101859 -22.600709 0.159302 0.0 -0.2 0.4 0.077
H 4.270059 -25.218326 0.690682 0.0 0.1 0.1 0.108
H 3.560234 -26.137179 -0.677028 0.5 0.3 0.4 0.110
H 5.392793 -23.729537 -1.140367 -0.2 0.3 0.3 0.109
H 5.903614 -25.354177 -1.051777 0.3 -0.2 -0.1 0.119
H 4.283179 -26.029462 -2.928430 1.1 2.0 0.6 0.151
H 5.409621 -24.613963 -3.308759 0.7 0.4 -1.2 0.095
H 2.754914 -22.028065 -3.259506 -1.1 0.9 -0.3 0.034
H 4.390818 -22.363806 -3.884374 -1.0 -0.5 0.5 0.105
H 4.124891 -22.124323 -2.172287 -0.5 -0.7 -0.5 0.076
H 1.825590 -24.004540 -4.600335 -0.2 -0.1 0.2 0.076
H 2.337593 -25.702613 -4.250857 0.4 1.2 0.4 0.087
H 3.431801 -24.517313 -5.048585 -0.5 -0.2 0.6 0.101
H 0.830550 -23.335422 -1.322420 -0.9 0.8 0.8 0.037
C 4.862255 -27.065745 4.201440 -1.3 -1.7 -0.3 -0.022
C 3.368446 -26.612516 4.187812 -0.1 1.0 0.3 -0.462
C 3.316060 -25.073354 3.760475 0.2 -1.6 0.2 -0.009
C 2.671413 -27.518682 3.200474 -1.8 -0.1 -0.9 -0.140
C 2.302095 -28.977422 3.687457 0.1 2.2 0.3 -0.127
C 1.503894 -28.750400 4.974710 -1.7 0.2 -0.5 -0.152
C 2.240244 -27.944446 6.032788 -0.4 -0.2 2.1 -0.554
C 1.197703 -27.662024 7.170104 -0.7 -1.1 -1.1 -0.036
C 3.393094 -28.712437 6.741397 0.1 -0.5 -2.1 -0.019
N 2.557288 -26.660992 5.459542 1.9 1.2 -0.1 -0.054
O 3.264746 -25.863870 6.485135 -0.4 -0.6 -0.9 -0.043
H 4.936646 -28.202661 4.279696 0.1 1.6 -0.3 0.098
H 5.385431 -26.690209 3.324254 -0.3 -0.3 -0.3 0.085
H 5.399292 -26.651517 4.992111 1.0 0.7 1.7 0.045
H 3.773488 -24.466925 4.546725 0.1 -0.1 -0.3 0.085
H 3.840768 -24.996451 2.815848 0.3 0.3 -0.1 0.053
H 2.308793 -24.705168 3.584174 -0.3 -0.3 0.2 0.044
H 1.720154 -27.022870 2.924991 -0.1 -0.3 0.5 0.102
H 3.144165 -27.425674 2.232525 0.8 -0.5 -0.2 0.106
H 1.759390 -29.520674 2.927711 -0.4 0.1 -0.2 0.101
H 3.144191 -29.605211 3.917857 0.8 -0.1 0.1 0.095
H 1.198471 -29.729969 5.373815 0.0 0.4 0.2 0.122
H 0.525957 -28.130197 4.815864 1.6 -1.2 -0.3 0.142
H 1.582177 -27.039468 7.972538 0.1 0.1 -0.2 0.070
H 0.949704 -28.679978 7.593691 -0.1 1.1 -0.3 0.098
H 0.294853 -27.200969 6.662225 0.9 -0.5 1.0 0.091
H 3.031772 -29.730149 6.865798 0.1 -0.2 0.1 0.083
H 3.636052 -28.347250 7.707919 0.2 0.6 0.8 0.066
H 4.308558 -28.763587 6.113511 -0.5 0.0 0.5 0.071
H 4.195324 -26.138648 6.419472 -0.2 0.0 0.2 0.074
C -3.056108 -19.660837 -0.495327 0.3 -1.0 0.2 -0.021
C -1.806403 -20.552404 -0.536645 1.6 0.2 0.1 -0.439
C -0.863787 -19.928290 0.556015 -1.1 -1.1 -0.4 -0.020
C -2.070725 -22.063880 -0.226854 -0.3 1.0 -0.2 -0.109
C -2.750651 -22.679437 -1.454691 -1.8 -0.4 0.2 -0.173
C -1.889194 -22.642671 -2.699680 -0.7 -0.8 0.3 -0.156
C -1.533275 -21.231685 -3.024017 0.0 0.9 -1.6 -0.491
C -0.331127 -21.208475 -4.008470 -0.2 -2.4 -0.5 -0.031
C -2.820024 -20.541548 -3.714514 2.6 0.6 -1.3 -0.001
N -1.031951 -20.573474 -1.823841 -0.2 0.1 0.5 -0.086
O -0.648395 -19.267016 -2.243087 0.5 0.4 0.7 -0.038
H -3.927377 -20.136178 -0.870578 -0.7 -0.4 -1.1 0.050
H -3.387176 -19.467381 0.504650 0.4 0.2 0.9 0.060
H -2.857700 -18.725417 -0.956938 0.1 0.8 -0.6 0.082
H 0.152079 -20.301804 0.549354 0.2 -0.5 0.0 0.074
H -0.794060 -18.878502 0.415295 -0.1 1.1 -0.2 0.063
H -1.375647 -20.113889 1.506625 0.4 0.0 0.1 0.070
H -1.151238 -22.514689 0.185098 -0.3 -0.1 -0.5 0.097
H -2.818013 -22.038441 0.559002 0.0 -0.2 0.5 0.083
H -3.227702 -23.696214 -1.322324 0.9 0.9 0.3 0.129
H -3.650651 -22.016435 -1.551108 0.6 -0.6 -0.3 0.087
H -2.362851 -23.102717 -3.582569 -0.1 0.2 0.4 0.134
H -1.043877 -23.264945 -2.474496 0.7 -0.1 -0.2 0.089
H 0.642358 -21.582043 -3.594397 -1.2 -0.2 0.0 0.072
H -0.077128 -20.290835 -4.403555 0.1 2.5 -0.5 0.038
H -0.582852 -21.771042 -4.945769 0.2 -0.1 0.9 0.102
H -2.988302 -20.926037 -4.765960 0.2 0.1 1.3 0.097
H -2.623276 -19.452744 -3.836851 0.0 -0.6 0.1 0.083
H -3.680452 -20.629649 -3.118087 -1.2 -0.4 0.6 0.032
H 0.324191 -19.331287 -2.256949 -0.6 0.2 0.1 0.112
C -4.133510 -24.918585 6.054883 -1.1 -0.3 0.9 -0.163
O -4.061587 -23.698462 5.378602 0.8 0.8 -0.7 -0.168
H -4.345592 -25.776120 5.392547 0.4 0.2 0.2 0.077
H -3.325715 -25.137907 6.757427 0.4 0.1 -0.4 0.070
H -5.008556 -24.794357 6.718898 0.2 -0.3 -0.3 0.094
H -3.174268 -23.416291 5.039528 -0.7 -0.3 0.5 0.063
C -1.171026 -27.596577 1.735378 -1.3 -0.2 -1.6 -0.134
O -0.824379 -28.667559 0.843911 -0.2 0.1 0.1 -0.150
H -1.422787 -26.614561 1.259766 0.3 -0.8 0.1 0.092
H -2.042501 -27.914711 2.312567 -0.2 0.0 -0.2 0.076
H -0.407983 -27.469113 2.441439 1.4 0.4 0.9 0.020
H -0.628277 -28.454661 -0.094296 -0.1 0.5 0.5 0.037